Run w
Below is C38H52CuO3Se as an isolated structure, with properties calculated with ωB97M-V/def2-TZVPD.

Charge ... -1

Cartesian coordinates (Å):
Cu1 0.28593 1.56401 -0.02191
C1 0.32489 -1.99021 6.29058
C2 1.11971 -2.77557 5.23463
C3 2.47719 -3.13494 5.84268
C4 0.37430 -4.08014 4.91235
C5 1.26033 -1.94750 3.95744
C6 0.12857 -1.44647 3.32825
C7 0.22795 -0.72512 2.15049
Se1 -1.38509 0.13784 1.52819
C8 -1.81191 -0.66692 -0.18430
C9 -2.70835 -1.72691 -0.14024
C10 -3.15190 -2.35724 -1.29166
C11 -2.61817 -1.90086 -2.49650
C12 -1.72840 -0.84343 -2.59337
C13 -1.33302 -0.14190 -1.40923
O1 -0.57674 0.91910 -1.50040
C14 -1.15916 -0.43085 -3.95810
C15 -1.61298 0.99034 -4.33736
C16 0.37718 -0.50876 -3.91259
C17 -1.62904 -1.36193 -5.07935
C18 -4.17298 -3.48990 -1.19347
C19 -3.59665 -4.63968 -0.35156
C20 -5.45536 -2.97047 -0.52562
C21 -4.54273 -4.04996 -2.56808
C22 1.46398 -0.47863 1.50264
O2 1.52411 0.11731 0.34890
C23 2.63169 -0.94691 2.18207
C24 2.48853 -1.66127 3.36328
C25 4.02655 -0.58775 1.65303
C26 4.25044 -1.11936 0.22743
C27 5.13860 -1.16722 2.53221
C28 4.17434 0.94471 1.66990
H1 0.28996 -2.54144 7.23496
H2 -0.70032 -1.81399 5.96487
H3 0.79443 -1.02132 6.47020
H4 2.33006 -3.71484 6.75689
H5 3.03947 -2.23407 6.09731
H6 3.07268 -3.73660 5.15350
H7 0.22755 -4.67433 5.82014
H8 0.94345 -4.67382 4.19429
H9 -0.60122 -3.86932 4.47258
H10 -0.85956 -1.59934 3.74610
H11 -3.04890 -2.04555 0.83748
H12 -2.90945 -2.40192 -3.40951
H13 -1.27599 1.71154 -3.59930
H14 -2.70418 1.03252 -4.39436
H15 -1.20761 1.26860 -5.31554
H16 0.77147 0.13257 -3.12835
H17 0.80074 -0.19922 -4.87322
H18 0.69303 -1.53477 -3.70896
H19 -2.71427 -1.32945 -5.20231
H20 -1.32511 -2.39566 -4.89763
H21 -1.17543 -1.03874 -6.01906
H22 -3.34981 -4.30472 0.65605
H23 -2.68329 -5.02190 -0.81109
H24 -4.31983 -5.45760 -0.27466
H25 -5.25189 -2.61065 0.48314
H26 -6.20417 -3.76598 -0.46117
H27 -5.87470 -2.14274 -1.10095
H28 -3.66650 -4.46520 -3.07008
H29 -4.97747 -3.27824 -3.20679
H30 -5.27778 -4.85028 -2.45347
H31 3.38868 -2.01201 3.84943
H32 4.16325 -2.20910 0.20839
H33 5.25224 -0.84522 -0.11849
H34 3.51221 -0.69924 -0.44897
H35 5.07964 -2.25711 2.58936
H36 5.10634 -0.75665 3.54427
H37 6.10589 -0.90595 2.09684
H38 3.40760 1.40833 1.05498
H39 5.15807 1.24238 1.29219
H40 4.06215 1.31962 2.69021
C29 0.72244 7.54353 -3.66650
C30 0.53743 6.43964 -2.65837
C31 1.38670 5.34645 -2.60236
C32 1.22869 4.33796 -1.65867
C33 2.19133 3.18207 -1.68303
C34 0.17231 4.41763 -0.73009
C35 -0.05509 3.38831 0.32380
O3 0.88737 2.84914 1.01831
C36 -0.69489 5.52432 -0.77724
C37 -1.85389 5.71431 0.17519
C38 -0.49732 6.50800 -1.73729
H41 1.57202 7.34520 -4.31913
H42 0.89568 8.49338 -3.15633
H43 -0.17107 7.65838 -4.28280
H44 2.19842 5.27019 -3.31867
H45 2.92777 3.31123 -2.47581
H46 1.66397 2.24172 -1.86339
H47 2.71084 3.08451 -0.73018
H48 -1.04394 3.43037 0.79268
H49 -1.64943 5.32380 1.16841
H50 -2.74868 5.21611 -0.20604
H51 -2.07965 6.77644 0.26881
H52 -1.16420 7.36530 -1.76095

---

Run x
Below is C38H52CuO3Se as an isolated structure, with properties calculated with ωB97M-V/def2-TZVPD.

Charge ... -1

Cartesian coordinates (Å):
Cu1 0.12544 -0.05445 -0.75724
C1 -5.06658 -3.98230 2.68422
C2 -4.22236 -3.08351 3.59656
C3 -5.06936 -1.86873 4.00052
C4 -3.88580 -3.87035 4.86163
C5 -2.96677 -2.61751 2.86050
C6 -3.08387 -1.87255 1.69688
C7 -1.98295 -1.41435 0.98930
Se1 -2.32233 -0.54622 -0.68853
C8 -2.59033 1.31263 -0.28115
C9 -3.90404 1.74830 -0.19380
C10 -4.23558 3.08920 -0.05511
C11 -3.16872 3.98859 -0.03023
C12 -1.83674 3.61117 -0.11237
C13 -1.49585 2.22808 -0.23695
O1 -0.26352 1.86193 -0.28460
C14 -0.70842 4.64231 -0.09058
C15 -1.22846 6.07513 0.05142
C16 0.22833 4.37489 1.09643
C17 0.09208 4.56645 -1.39751
C18 -5.70053 3.50799 0.05475
C19 -6.46698 3.07345 -1.20063
C20 -5.85460 5.02004 0.20913
C21 -6.34581 2.83586 1.27412
C22 -0.64788 -1.71827 1.40958
O2 0.41027 -1.31688 0.78367
C23 -0.52802 -2.49451 2.61316
C24 -1.66868 -2.91007 3.28108
C25 0.86628 -2.84027 3.13684
C26 1.61331 -3.68191 2.09923
C27 0.80974 -3.64607 4.43598
C28 1.67110 -1.56309 3.42219
H1 -5.97258 -4.31138 3.19997
H2 -4.50201 -4.86492 2.37839
H3 -5.36566 -3.45172 1.77986
H4 -5.98513 -2.18483 4.50758
H5 -5.35395 -1.27893 3.12917
H6 -4.51107 -1.21464 4.67205
H7 -4.80988 -4.17542 5.35981
H8 -3.30735 -3.27236 5.56778
H9 -3.31294 -4.77277 4.64079
H10 -4.06745 -1.61898 1.31654
H11 -4.68725 0.99844 -0.23156
H12 -3.39258 5.04000 0.06579
H13 -1.81036 6.21151 0.96464
H14 -1.84899 6.37732 -0.79460
H15 -0.37373 6.75393 0.09701
H16 -0.31868 4.46708 2.03793
H17 1.03732 5.11160 1.10440
H18 0.65013 3.37455 1.04027
H19 -0.54287 4.81826 -2.25010
H20 0.48983 3.56386 -1.54213
H21 0.92039 5.28024 -1.36858
H22 -6.04078 3.53258 -2.09425
H23 -7.51861 3.36400 -1.12962
H24 -6.42377 1.99177 -1.33230
H25 -5.45474 5.56104 -0.65043
H26 -5.34718 5.39081 1.10128
H27 -6.91464 5.27182 0.29834
H28 -6.28555 1.74952 1.20183
H29 -7.40049 3.11148 1.35521
H30 -5.83914 3.13355 2.19351
H31 -1.54097 -3.48705 4.18482
H32 1.07651 -4.61589 1.90740
H33 2.61172 -3.93438 2.47160
H34 1.70941 -3.13027 1.16899
H35 0.29246 -4.59956 4.31065
H36 0.31429 -3.09538 5.23779
H37 1.83057 -3.86165 4.76108
H38 1.75235 -0.95199 2.52772
H39 2.67506 -1.82527 3.77156
H40 1.18453 -0.97594 4.20493
C29 6.29907 -1.53258 1.16847
C30 5.14679 -1.55208 0.20303
C31 4.58975 -0.37122 -0.26905
C32 3.49960 -0.35784 -1.12880
C33 2.98263 0.97962 -1.59340
C34 2.96673 -1.59488 -1.53110
C35 1.78712 -1.65369 -2.44014
O3 0.93827 -0.77231 -2.52421
C36 3.52337 -2.79832 -1.08570
C37 2.97414 -4.16275 -1.42671
C38 4.60868 -2.75511 -0.22118
H41 6.58219 -0.51371 1.42958
H42 7.17627 -2.02888 0.74839
H43 6.04239 -2.05539 2.09166
H44 5.00487 0.57848 0.04802
H45 3.74372 1.73818 -1.40726
H46 2.07292 1.28732 -1.07042
H47 2.73312 0.98406 -2.65378
H48 1.71004 -2.53451 -3.10082
H49 2.03285 -4.15514 -1.96817
H50 2.79538 -4.71382 -0.50269
H51 3.69741 -4.73109 -2.01622
H52 5.01402 -3.68930 0.15328

---

Verdict on stability: run w comes out at the bottom.

---

Run w
Below is a 2-piece molecular cluster, C3H11N2O overall, with properties calculated with ωB97M-V/def2-TZVPD.

Multiplicity ... 2
Charge ... 0
Expectation value of S² ... 0.752

Cartesian coordinates (Å):
C1 0.92740 0.98341 -0.41112
C2 -0.11014 0.16932 0.33426
C3 -0.88022 0.72373 1.31361
N1 -0.57800 1.93137 1.91581
N2 -0.71163 -0.98092 -0.36511
H1 0.45490 1.61810 -1.16154
H2 1.67625 0.29003 -0.78312
H3 1.38618 1.58763 0.37768
H4 -1.63245 0.08967 1.77527
H5 -0.36961 2.65607 1.25929
H6 -0.82060 2.19961 2.85033
H7 -1.72141 -0.90571 -0.77927
H8 -0.85036 -1.71046 0.33518
H9 -0.03051 -1.33416 -1.07461
H10 0.71955 -2.06592 -2.86202
H11 1.78847 -2.89117 -2.08209
O1 1.12480 -2.19220 -1.99113

---

Run x
Below is a 2-piece molecular cluster, C3H11N2O overall, with properties calculated with ωB97M-V/def2-TZVPD.

Multiplicity ... 2
Charge ... 0
Expectation value of S² ... 0.753

Cartesian coordinates (Å):
C1 -2.16108 0.09327 0.94268
C2 -0.74060 0.62687 1.13751
N1 1.85064 -0.35276 -0.47772
C3 1.48692 -0.72821 0.80802
N2 0.16897 -0.53593 1.24910
H1 -2.18834 -0.72882 1.65800
H2 -2.24046 -0.39709 -0.02804
H3 -2.91309 0.81891 1.20215
H4 -0.60249 1.34214 1.94394
H5 -0.29086 1.00741 0.21946
H6 1.54052 0.52595 -0.81503
H7 2.10264 -1.08307 -1.11717
H8 1.99134 -1.49426 1.38409
H9 -0.16010 -1.40043 1.66225
H10 0.60284 0.29361 -3.88610
H11 0.68556 1.46755 -2.89039
O1 0.86758 0.54488 -2.99277

---

Verdict on stability: run w comes out at the bottom.